# C2H2Cl2OS

A single C2H2Cl2OS molecule (ωB97M-V/def2-TZVPD, the Open Molecules 2025 dataset).

The geometry in XYZ format:
```
8
Properties=species:S:1:pos:R:3:lowdin_charge:R:1
O 0.8784 -0.1013 -1.4242 -0.04
C 1.3954 0.1426 -0.3757 -1.06
Cl 2.9838 -0.0489 0.1046 0.74
S 0.1929 0.7133 1.2494 0.72
C -1.1385 0.0480 0.2443 -0.97
Cl -0.9951 -1.7290 0.0575 0.53
H -1.1567 0.5181 -0.6552 -0.03
H -2.1602 0.4572 0.7993 0.11
```

Properties
* SMILES: O=C(Cl)SCCl
* Kohn-Sham gap: 0.3591 Ha
* spin multiplicity: 1
* highest occupied orbital energy: -9.81 eV
* energy above the lowest of the compared OMol25 structures with the same formula, charge and spin: 23.8 kcal/mol
* E: -1471.17590 Eh